A structure of composition C45H63IrOP2Si, computed with ωB97M-V with the def2-TZVPD basis set.

```
113
Properties=species:S:1:pos:R:3:forces:R:3:mulliken_charge:R:1
Ir -0.89632 0.05861 0.11151 -0.5 0.4 0.7 2.64
C -1.41160 -2.53236 -2.58723 -0.1 0.1 0.2 -1.39
Si -0.72626 -0.87564 -2.10683 0.5 0.2 -0.4 1.37
C 1.16926 -0.76379 -2.16381 0.0 -0.3 -0.1 0.37
C 1.73061 -0.70531 -3.44353 0.0 0.0 0.1 -0.42
C 3.10335 -0.78277 -3.62160 0.1 0.0 0.0 -0.95
C 3.94516 -0.89980 -2.52345 0.0 0.0 0.0 -1.11
C 3.41611 -0.92647 -1.24294 0.0 0.1 0.1 0.32
C 2.03858 -0.84556 -1.06135 -0.2 -0.2 0.0 0.08
P 1.21737 -0.90585 0.53906 0.2 0.3 -0.1 -0.98
C 1.04282 -2.65108 1.08056 0.0 0.1 0.0 0.89
C 2.39348 -3.39459 0.92104 -0.1 0.0 0.0 -0.59
C 2.22779 -4.90531 1.22634 0.1 0.0 0.0 -1.08
C 0.92920 -5.22191 1.95385 0.0 -0.1 0.1 -0.82
C -0.28832 -4.77326 1.13911 -0.1 0.0 0.0 -0.79
C -0.01863 -3.47226 0.36219 0.0 0.0 0.0 -0.12
C 1.87826 -0.02418 2.02420 0.0 -0.1 0.0 1.94
C 2.17914 1.45771 1.81083 0.1 0.0 -0.1 -0.30
C 3.59995 1.69458 1.29764 0.0 0.0 0.0 -0.61
C 4.63875 1.08161 2.23021 0.0 0.0 0.0 -1.43
C 4.40531 -0.41407 2.41099 0.0 0.0 0.0 -0.42
C 2.98255 -0.68081 2.88140 -0.1 0.0 0.0 -1.32
C -1.34339 0.42606 -3.27955 -0.3 -0.1 0.1 0.42
C -1.73484 0.12799 -4.58795 0.0 0.0 0.1 -0.51
C -2.22077 1.11895 -5.42514 0.0 0.0 0.0 -0.86
C -2.35858 2.41746 -4.95071 0.0 0.0 0.0 -1.05
C -1.99197 2.72999 -3.65256 0.1 -0.1 0.0 -0.92
C -1.46072 1.73863 -2.82107 0.1 0.2 0.0 0.25
P -1.01415 2.13891 -1.10121 0.1 -0.3 -0.5 0.09
C 0.45582 3.20069 -0.86452 -0.1 0.3 -0.1 0.26
C 0.28259 4.66706 -1.36544 0.1 -0.1 0.1 -1.42
C 0.64262 4.91283 -2.83043 0.0 0.1 0.1 -0.61
C 1.98733 4.30682 -3.19910 0.1 0.0 0.0 -1.32
C 2.02898 2.82456 -2.85407 0.0 0.0 0.0 -0.56
C 1.77873 2.60532 -1.36540 0.0 -0.1 0.0 0.09
C -2.51180 3.09527 -0.56904 0.0 -0.1 0.2 -0.22
C -3.76758 2.23296 -0.68861 0.1 0.0 -0.2 -1.86
C -3.79727 1.20464 0.41503 0.1 0.0 0.0 1.76
C -3.68774 1.83003 1.79412 0.0 0.0 0.0 -1.51
C -2.48608 2.76075 1.93197 0.0 0.0 -0.2 0.80
C -2.43081 3.77908 0.79669 0.1 -0.1 0.0 -2.05
H -0.86225 -2.83163 -3.48497 0.0 0.0 0.0 0.48
H -2.47070 -2.46375 -2.83568 0.0 0.1 -0.1 0.48
H -1.28727 -3.31676 -1.85263 0.0 -0.1 0.0 0.51
H 1.09607 -0.60375 -4.31484 0.0 0.0 0.0 0.49
H 3.51902 -0.75091 -4.61953 0.0 0.0 0.0 0.50
H 5.01509 -0.96468 -2.66405 0.0 0.0 0.0 0.50
H 4.08522 -1.00056 -0.39751 0.0 0.0 0.0 0.47
H 0.76512 -2.57147 2.14051 0.1 0.0 0.0 0.68
H 3.16093 -2.96690 1.56039 0.0 0.0 0.0 0.30
H 2.73281 -3.27811 -0.10880 0.0 0.0 0.0 0.12
H 3.07961 -5.23704 1.81939 0.0 0.0 0.0 0.46
H 2.26551 -5.47127 0.29300 0.0 0.0 0.0 0.41
H 0.92885 -4.74845 2.94112 0.0 0.0 0.0 0.26
H 0.86757 -6.29367 2.14152 0.0 0.0 0.0 0.57
H -1.14453 -4.62808 1.80403 0.0 0.0 0.0 -0.18
H -0.57076 -5.55439 0.43206 0.0 0.0 0.0 0.49
H -0.95012 -2.91110 0.24747 0.0 0.0 0.0 -0.66
H 0.35597 -3.69699 -0.63972 0.0 0.0 0.0 0.69
H 0.96861 -0.11192 2.62599 -0.1 0.1 0.0 -1.25
H 2.06871 1.95155 2.78088 0.0 0.0 0.0 1.05
H 1.43841 1.90229 1.14607 0.0 0.0 0.0 -1.25
H 3.77301 2.76844 1.20448 0.0 0.0 0.0 0.57
H 3.71063 1.26636 0.29530 0.0 0.0 0.0 0.22
H 4.58176 1.57220 3.20649 0.0 0.0 0.0 0.43
H 5.64190 1.26688 1.84659 0.0 0.0 0.0 0.50
H 5.09937 -0.81765 3.14963 0.0 0.0 0.0 0.48
H 4.61378 -0.94898 1.47917 0.0 0.0 0.0 0.06
H 2.86680 -0.22045 3.86942 0.0 0.0 0.0 0.66
H 2.79007 -1.74147 3.02921 0.0 0.0 0.0 0.54
H -1.66158 -0.88463 -4.96336 0.0 -0.1 0.0 0.50
H -2.51137 0.87965 -6.43851 0.0 0.0 0.0 0.49
H -2.76550 3.18956 -5.58908 0.0 0.0 0.0 0.49
H -2.13214 3.74619 -3.31751 0.0 0.1 0.0 0.49
H 0.47799 3.24570 0.23182 0.0 0.1 0.0 0.90
H 0.97573 5.24730 -0.74852 0.0 0.0 0.0 0.55
H -0.70860 5.05609 -1.13267 0.0 0.0 0.0 0.46
H 0.66159 5.99246 -2.98763 0.0 0.0 0.0 0.52
H -0.11983 4.52190 -3.49911 -0.1 -0.1 -0.1 0.10
H 2.78577 4.82831 -2.66288 0.0 0.0 0.0 0.40
H 2.18103 4.45257 -4.26174 0.0 0.0 0.0 0.50
H 3.00310 2.40419 -3.10844 0.0 0.0 0.0 0.58
H 1.28754 2.28248 -3.45146 0.0 0.0 0.0 0.05
H 2.57428 3.10512 -0.80400 -0.1 0.0 0.0 0.74
H 1.83813 1.54579 -1.11612 0.0 0.1 0.0 -0.56
H -2.53150 3.86140 -1.35088 0.1 0.0 0.0 1.05
H -3.83420 1.75700 -1.66790 0.0 0.0 0.0 0.48
H -4.64465 2.87963 -0.59799 0.0 0.0 0.0 0.49
H -2.92051 0.49862 0.20951 0.1 -0.1 0.0 -1.44
H -4.66410 0.54698 0.33570 0.0 0.0 0.0 0.62
H -3.68832 1.06908 2.57494 0.0 0.0 0.0 0.41
H -4.61059 2.40290 1.93212 0.0 0.0 0.1 0.68
H -1.55750 2.17349 1.90607 0.0 0.0 0.1 -0.57
H -2.50328 3.26276 2.89868 0.0 0.0 0.0 0.57
H -1.54015 4.40417 0.87671 0.0 0.0 0.0 0.42
H -3.28496 4.45869 0.85224 0.0 0.0 0.0 0.55
C -1.06244 -0.70795 4.38028 0.0 0.0 0.0 -2.07
C -1.60462 -1.03010 3.02732 -0.2 0.1 -0.1 -0.28
O -1.37771 -0.16702 2.12596 0.3 -0.6 -0.1 -0.98
C -2.39878 -2.21437 2.79081 0.0 0.1 0.1 1.81
C -2.59996 -3.13459 3.83379 0.0 -0.1 -0.1 -0.85
C -3.43569 -4.22082 3.65252 0.0 0.0 0.0 -1.06
C -4.08431 -4.39581 2.43727 0.0 0.0 0.0 -0.58
C -3.89690 -3.49116 1.39214 0.0 0.0 0.0 -1.34
C -3.06113 -2.41035 1.56760 -0.2 0.0 0.0 0.09
H -0.46914 0.20178 4.34265 0.0 0.0 0.0 0.46
H -0.45706 -1.53565 4.75434 0.0 0.0 0.0 0.53
H -1.88253 -0.57107 5.08748 0.0 0.0 0.0 0.45
H -2.11177 -3.00374 4.78828 0.0 0.0 0.0 0.51
H -3.59438 -4.92106 4.45991 0.0 0.0 0.0 0.48
H -4.74924 -5.23805 2.30218 0.0 0.0 0.0 0.47
H -4.42012 -3.63234 0.45713 0.0 0.0 0.0 0.52
H -2.96668 -1.68838 0.76411 0.0 0.0 0.0 0.70
```
Positions in Å, forces in eV/Å.

Values from the calculation:
- LUMO energy (spin up / spin down): -10.43 / -11.25 eV
- Strongest force on any atom: 0.95 eV Å⁻¹
- Total charge: +3
- E_tot: -2903.45120 a.u.
- 2S+1: 2
- Gap between HOMO and LUMO (spin up / spin down): 6.5539 / 5.7464 eV
- <S²>: 0.758
- Molar mass: 902.2 g/mol